# 1
Here is C3H7BrN2Si as an isolated structure from the OMol25 dataset. Energies are from ωB97M-V/def2-TZVPD.

Structure (XYZ):
```
14
Properties=species:S:1:pos:R:3:mulliken_spin:R:1
H -0.701 2.125 0.725 0.0056
H -1.196 -2.840 0.511 0.0312
H 0.644 3.225 0.390 0.0164
H -0.236 2.317 -1.850 0.0008
C -0.552 -3.109 -0.298 0.8910
Br 3.806 -0.406 -0.068 0.1175
Si 1.619 -0.044 -0.042 0.7221
C 0.311 1.740 -1.117 0.0396
H 1.326 1.388 1.976 -0.0102
H 0.234 -3.810 -0.131 0.0356
H -0.792 -2.806 -1.293 0.0392
N 1.227 1.286 0.978 0.1062
N 0.948 0.708 -1.461 0.0120
C 0.320 2.179 0.317 -0.0070
```

## Properties
Molecular weight = 179.09 g mol⁻¹
HOMO energy (spin up / spin down) = -7.29 / -9.72 eV
Relative energy (zero: lowest compared OMol25 entry of this formula, charge and spin) = 0.0 kcal/mol
Gap between HOMO and LUMO (spin up / spin down) = 8.092 / 8.438 eV
Expectation value of S² = 2.006
2S+1 = 3



# 2
Here is an isolated molecule of C3H7BrO2 at a distorted geometry from the OMol25 dataset. Energies are from ωB97M-V/def2-TZVPD.

Structure (XYZ):
```
13
Properties=species:S:1:pos:R:3:lowdin_charge:R:1
H 0.918 -0.797 2.361 0.0558
C -0.821 0.487 -1.344 -0.1409
O -0.490 1.073 -0.142 -0.1969
C 0.298 -0.804 1.426 -0.5006
H -1.886 0.960 -1.453 0.1343
H -0.216 0.827 -2.159 0.0741
H 0.305 -1.790 0.808 0.0894
H 1.427 0.111 -0.138 0.1536
O 1.278 1.474 1.358 -0.0192
C 0.674 0.487 0.589 -0.4587
Br -1.470 -0.781 2.320 0.5750
H 0.600 2.063 1.842 0.1568
H -0.884 -0.587 -1.289 0.0772
```

## Properties
Molecular weight = 154.99 g mol⁻¹
HOMO energy = -10.10 eV
Relative energy (zero: lowest compared OMol25 entry of this formula, charge and spin) = 29.7 kcal/mol
Gap between HOMO and LUMO = 10.918 eV
2S+1 = 1
SMILES string = CO[C@@H](O)CBr



# 3
Here is an isolated molecule of C3H7Cl at a distorted geometry from the OMol25 dataset. Energies are from ωB97M-V/def2-TZVPD.

Structure (XYZ):
```
11
Properties=species:S:1:pos:R:3:lowdin_charge:R:1
H 3.057 -0.733 -0.578 0.0343
H 0.607 -1.249 -0.477 0.0840
H 0.036 1.508 -0.488 0.0899
C -0.148 0.669 0.248 -0.6231
H 1.110 -1.048 1.228 0.0778
C 2.412 0.075 -0.250 -0.0922
H 2.315 0.604 -1.226 0.0631
H -0.209 0.914 1.351 0.0790
C 0.898 -0.487 0.335 -0.2852
Cl -1.696 -0.121 -0.142 0.5181
H 2.946 0.523 0.604 0.0543
```

## Properties
Molecular weight = 78.54 g mol⁻¹
HOMO energy = -10.34 eV
Relative energy (zero: lowest compared OMol25 entry of this formula, charge and spin) = 16.0 kcal/mol
Gap between HOMO and LUMO = 11.431 eV
2S+1 = 1
SMILES string = CCCCl



# 4
Here is an isolated molecule of C3H7Cl2NO2Si at a distorted geometry from the OMol25 dataset. Energies are from ωB97M-V/def2-TZVPD.

Structure (XYZ):
```
16
Properties=species:S:1:pos:R:3:lowdin_charge:R:1
Si -0.440 -0.933 -0.731 -0.2751
Cl 0.836 -2.471 -1.229 0.3715
N 1.757 -0.088 0.847 -0.4365
H -0.230 0.980 2.550 0.0899
O 2.182 0.885 0.244 0.0590
H 0.205 -1.375 1.662 0.2104
H 0.050 1.317 -1.727 0.0593
C -0.535 0.382 -1.983 -0.2391
H -1.656 0.767 -2.178 0.0878
H -0.334 1.802 0.859 0.1067
Cl -2.336 -1.457 -0.283 0.4020
O 2.479 -0.970 1.279 0.0465
H -0.284 -0.037 -2.945 0.0149
C 0.284 -0.296 0.885 -0.4344
H -1.518 0.632 1.265 0.0474
C -0.459 0.861 1.488 -0.1104
```

## Properties
Molecular weight = 188.09 g mol⁻¹
HOMO energy = -10.77 eV
Relative energy (zero: lowest compared OMol25 entry of this formula, charge and spin) = 20.8 kcal/mol
Gap between HOMO and LUMO = 10.956 eV
2S+1 = 1
SMILES string = C[C@H]([N+](=O)[O-])[Si](C)(Cl)Cl



# 5
Here is a 2-piece molecular cluster, C3H7Cl3Si overall at a distorted geometry from the OMol25 dataset. Energies are from ωB97M-V/def2-TZVPD.

Structure (XYZ):
```
14
Properties=species:S:1:pos:R:3:lowdin_charge:R:1
C -1.599 0.208 1.370 -1.1659
H 0.618 0.964 -2.334 0.0052
Si -0.059 -0.476 -0.583 0.2185
H 1.343 -1.929 1.000 0.0539
H 2.303 -0.367 0.649 0.0307
H 2.100 -1.362 -0.698 0.0519
Cl -1.481 1.975 1.495 0.4357
C 1.527 -1.049 0.272 -0.2583
H -0.879 1.673 -1.678 0.0575
Cl -1.078 -2.059 -1.323 0.3453
C 0.114 1.185 -1.417 -0.2507
H 0.644 2.013 -0.923 0.0412
H -2.661 -0.257 1.347 0.0213
Cl -0.891 -0.521 2.824 0.4137
```

## Properties
Molecular weight = 177.53 g mol⁻¹
HOMO energy = -8.36 eV
Relative energy (zero: lowest compared OMol25 entry of this formula, charge and spin) = 111.5 kcal/mol
Gap between HOMO and LUMO = 8.778 eV
2S+1 = 1



# 6
Here is an isolated ion of composition C3H7ClN and charge +1 at a distorted geometry from the OMol25 dataset. Energies are from ωB97M-V/def2-TZVPD.

Structure (XYZ):
```
12
Properties=species:S:1:pos:R:3:lowdin_charge:R:1
C 1.065 -0.373 -0.176 -0.2719
N -0.711 1.397 0.534 0.2162
H -0.542 -0.562 1.304 0.0633
C 0.004 0.095 0.797 -0.0393
H -1.674 1.230 0.618 0.1434
H -0.453 1.944 1.315 0.1561
H 1.790 -1.017 0.397 0.1433
C 0.062 -1.048 -1.045 -0.3976
H -0.579 -0.781 -1.805 0.0482
H -0.482 1.575 -0.459 0.1863
Cl -0.072 -2.799 -0.739 0.6487
H 1.593 0.339 -0.742 0.1033
```

## Properties
Molecular weight = 92.55 g mol⁻¹
HOMO energy (spin up / spin down) = -12.95 / -13.33 eV
Total charge = +1
Relative energy (zero: lowest compared OMol25 entry of this formula, charge and spin) = 79.4 kcal/mol
Gap between HOMO and LUMO (spin up / spin down) = 8.173 / 8.675 eV
2S+1 = 1



# 7
Here is an isolated ion of composition C3H7ClN and charge +1 at a distorted geometry from the OMol25 dataset. Energies are from ωB97M-V/def2-TZVPD.

Structure (XYZ):
```
12
Properties=species:S:1:pos:R:3:lowdin_charge:R:1
N 0.116 -0.080 0.120 -0.2774
H -1.147 1.450 1.068 0.0976
H 1.678 -1.182 1.196 0.1428
H 0.922 -1.712 -1.035 0.1457
C -0.839 0.989 0.082 -0.0506
Cl 0.850 0.558 2.545 0.8465
H -0.263 1.859 -0.506 0.1758
C 0.154 -0.827 -1.070 -0.0491
H -1.768 0.725 -0.405 0.1001
H -0.978 -1.200 -1.246 0.1654
H 0.431 -0.160 -1.931 0.1248
C 0.845 -0.420 1.183 -0.4217
```

## Properties
Molecular weight = 92.55 g mol⁻¹
HOMO energy = -15.96 eV
Total charge = +1
Relative energy (zero: lowest compared OMol25 entry of this formula, charge and spin) = 21.1 kcal/mol
Gap between HOMO and LUMO = 10.549 eV
2S+1 = 1
SMILES string = C[N+](C)=CCl



# 8
Here is an isolated ion of composition C3H7ClN3 and charge +1 at a distorted geometry from the OMol25 dataset. Energies are from ωB97M-V/def2-TZVPD.

Structure (XYZ):
```
14
Properties=species:S:1:pos:R:3:lowdin_charge:R:1
N -0.048 -0.612 -0.329 -0.0091
H -1.854 1.211 0.161 0.1669
C 0.086 -1.780 0.390 -0.2694
H 0.602 -2.372 -0.296 0.1266
C 0.073 0.810 0.086 -0.2468
H -0.866 2.585 0.267 0.2168
H 0.748 0.331 -1.876 0.1182
N -0.447 -1.970 1.505 0.1653
C 0.972 0.144 -0.851 -0.6303
H 0.416 0.967 1.034 0.1291
Cl 2.680 0.153 -0.340 0.6989
N -1.058 1.667 -0.231 0.2640
H -0.193 -2.890 1.768 0.0539
H -1.111 1.756 -1.290 0.2159
```

## Properties
Molecular weight = 120.56 g mol⁻¹
HOMO energy = -14.22 eV
Total charge = +1
Relative energy (zero: lowest compared OMol25 entry of this formula, charge and spin) = 65.0 kcal/mol
Gap between HOMO and LUMO = 10.163 eV
2S+1 = 1
SMILES string = [H]/N=C/N1[C@H]([NH3+])[C@H]1Cl



# 9
Here is a 2-piece molecular cluster, C3H7ClNO overall at a distorted geometry from the OMol25 dataset. Energies are from ωB97M-V/def2-TZVPD.

Structure (XYZ):
```
13
Properties=species:S:1:pos:R:3:lowdin_charge:R:1
Cl 1.971 -14.322 11.583 -0.4735
C 0.078 -15.198 9.653 -0.2000
H 2.440 -18.984 9.169 0.0704
H 0.769 -19.458 8.767 0.0706
H 0.268 -14.313 9.045 0.0605
H 1.891 -18.267 7.838 0.0660
C 1.484 -18.635 8.780 -0.0360
C 1.148 -17.426 9.622 -0.5524
O 1.613 -17.345 10.782 -0.0270
N 0.481 -16.446 8.974 -0.0004
H 0.054 -16.542 8.064 0.1203
H 0.448 -15.064 10.669 -0.1550
H -1.012 -15.226 9.659 0.0564
```

## Properties
Molecular weight = 108.55 g mol⁻¹
HOMO energy = -3.17 eV
Total charge = -1
Relative energy (zero: lowest compared OMol25 entry of this formula, charge and spin) = 46.9 kcal/mol
Gap between HOMO and LUMO = 6.738 eV
2S+1 = 1



# 10
Here is an isolated ion of composition C3H7ClNOS and charge +1 at a distorted geometry from the OMol25 dataset. Energies are from ωB97M-V/def2-TZVPD.

Structure (XYZ):
```
14
Properties=species:S:1:pos:R:3:lowdin_charge:R:1
H 1.492 1.271 -1.127 0.0951
H 1.061 -0.582 1.897 0.1345
C 0.719 0.587 -1.276 -0.0212
O -3.358 1.094 0.542 -0.3943
S -2.397 0.753 -0.385 0.8578
H 2.417 -0.209 0.916 0.0867
H -1.219 -0.261 1.553 0.1381
N 0.474 0.034 0.028 -0.2407
H -0.074 1.245 -1.569 0.0700
H 1.666 -1.676 0.452 0.1291
H 0.866 -0.175 -2.026 0.1192
C -0.872 0.052 0.472 -0.3931
Cl -2.231 -1.503 -0.291 0.4550
C 1.455 -0.631 0.815 -0.0361
```

## Properties
Molecular weight = 140.62 g mol⁻¹
HOMO energy = -14.86 eV
Total charge = +1
Relative energy (zero: lowest compared OMol25 entry of this formula, charge and spin) = 8.3 kcal/mol
Gap between HOMO and LUMO = 8.854 eV
2S+1 = 1



# 11
Here is a 2-piece molecular cluster, C3H7ClO11PS overall at a distorted geometry from the OMol25 dataset. Energies are from ωB97M-V/def2-TZVPD.

Structure (XYZ):
```
24
Properties=species:S:1:pos:R:3:lowdin_charge:R:1
H -1.610 0.707 1.547 0.1810
O -2.750 1.953 0.241 -0.1897
C -0.477 0.817 -0.428 -0.2366
O -2.674 2.734 -0.799 -0.0796
C -1.406 1.537 0.714 -0.0790
O 1.440 -1.857 1.098 -0.2822
C 1.055 1.328 -0.700 -0.3895
H 1.352 3.880 0.335 0.0084
O 0.972 -2.217 -1.440 -0.3030
H 0.974 1.939 -1.717 0.1454
H -1.811 3.241 -0.836 0.1186
O -0.602 -0.644 -0.120 -0.2076
S 1.028 -1.201 -0.257 0.8939
Cl -0.550 -4.587 0.163 0.6389
O 1.957 2.064 2.009 -0.4945
H -0.971 0.883 -1.512 0.1781
O 0.858 -4.916 0.274 -0.3811
O -0.781 -3.263 0.706 -0.4129
P 1.905 2.542 0.503 0.7657
O -0.944 -4.614 -1.232 -0.3866
H -0.883 2.426 1.287 0.1305
O -1.332 -5.557 0.904 -0.3894
H 3.299 2.652 0.051 0.0326
O 1.952 0.153 -0.789 -0.2613
```

## Properties
Molecular weight = 317.57 g mol⁻¹
HOMO energy = -5.33 eV
Total charge = -1
Gap between HOMO and LUMO = 6.980 eV
2S+1 = 1



molecular weight of number 9 (C3H7ClNO)?
108.55 g mol⁻¹